C46H54ClNO9P2SSiSn | wB97M-V/def2-TZVPD

Output
- molecular weight (g/mol) = 1041.201
- energy relative to the best compared isomer or geometry (same formula, charge and spin) (kcal per mole) = 22.0
- total charge = -2
- total energy (eV) = -124151.6990
- HOMO-LUMO gap (eV) = 6.09
- HOMO energy (eV) = -2.06

```
116
C46H54ClNO9P2SSiSn (wB97M-V/def2-TZVPD)
Sn -0.40032 -0.91438 0.89180
O -0.16731 2.62246 3.74918
C -0.34507 1.56636 3.14376
O 0.36345 1.08626 2.22606
C -1.59358 0.74265 3.50336
C -2.29321 0.89268 4.69296
C -3.41080 0.10191 4.91006
C -3.83292 -0.75201 3.90438
C -3.09114 -0.81572 2.73215
N -1.98893 -0.10887 2.57335
C -3.51775 -1.68213 1.53918
O -4.66950 -2.10558 1.54242
O -2.64422 -1.85560 0.64896
H -1.93207 1.59903 5.42581
H -3.94601 0.15577 5.85157
H -4.70825 -1.37820 3.99366
C 3.38919 -0.62220 0.20388
C 3.12038 -1.96430 -0.47140
C 4.35945 -2.86322 -0.45872
C 2.68165 -1.72574 -1.91744
O 2.04955 -2.60191 0.21010
Si 2.03694 -3.28229 1.69814
S 0.24759 -2.74647 2.66172
O 3.39678 -2.76680 2.43705
C 3.92048 -3.06431 3.70734
C 4.88671 -1.92354 4.05073
C 2.82292 -3.14464 4.76232
C 4.67798 -4.39436 3.62410
O 2.24840 -4.90535 1.60823
C 1.30961 -5.95822 1.49201
C 0.27756 -5.65272 0.41094
C 2.12446 -7.20823 1.13037
C 0.60210 -6.16849 2.83250
H 4.16300 -0.06934 -0.32271
H 3.68922 -0.79188 1.23183
H 2.46840 -0.03782 0.21484
H 5.13562 -2.44594 -1.09615
H 4.09250 -3.84944 -0.82926
H 4.72522 -2.97048 0.55571
H 3.46612 -1.20023 -2.45937
H 1.77904 -1.12098 -1.93442
H 2.47842 -2.66919 -2.41868
H 4.33749 -0.98798 4.10503
H 5.64235 -1.83903 3.27328
H 5.37362 -2.10743 5.00600
H 2.23469 -2.23346 4.74200
H 3.25030 -3.28145 5.75285
H 2.15132 -3.96349 4.53066
H 5.51417 -4.30057 2.93440
H 4.00153 -5.15245 3.24244
H 5.05238 -4.68707 4.60242
H 0.77431 -5.40065 -0.52126
H -0.31853 -4.79709 0.71659
H -0.37060 -6.51053 0.24852
H 2.57207 -7.08929 0.14716
H 1.48558 -8.08788 1.12754
H 2.91581 -7.34921 1.86407
H 0.13790 -5.23006 3.12533
H 1.31964 -6.45902 3.59665
H -0.15767 -6.94120 2.74285
C -0.27173 3.38524 -0.94804
P -0.32177 1.48316 -1.20211
C -2.14366 1.42284 -1.17707
C -2.99904 0.89631 -2.13206
C -4.36371 0.86597 -1.90225
C -4.89418 1.32564 -0.71205
C -4.04350 1.80629 0.26870
C -2.68471 1.85172 0.03630
C 0.46379 1.60318 -2.85789
C 1.79350 2.02243 -2.77846
C 2.59498 2.10479 -3.89796
C 2.08516 1.74690 -5.13440
C 0.77810 1.30127 -5.22325
C -0.03067 1.23115 -4.09948
P -0.81312 4.25894 -2.47281
C -0.58494 6.03463 -2.02045
C -0.52065 6.57164 -0.74051
C -0.36645 7.93649 -0.56593
C -0.25179 8.77714 -1.66080
C -0.30012 8.24994 -2.94133
C -0.46744 6.88967 -3.11267
C -2.65255 4.27002 -2.31742
C -3.36548 3.84439 -3.43230
C -4.74651 3.89651 -3.45259
C -5.43336 4.38259 -2.35500
C -4.73240 4.79897 -1.23543
C -3.35128 4.74573 -1.21431
H 0.76832 3.67393 -0.76877
H -0.85353 3.66573 -0.06988
H -2.61381 0.45516 -3.03552
H -5.02021 0.45951 -2.65945
H -5.96161 1.28538 -0.53962
H -4.44296 2.12833 1.22234
H -2.02532 2.19244 0.82506
H 2.20420 2.28734 -1.81300
H 3.62332 2.43273 -3.80824
H 2.70627 1.81015 -6.02039
H 0.38547 0.98601 -6.18077
H -1.02960 0.84640 -4.19959
H -0.58392 5.93140 0.12611
H -0.33692 8.35136 0.43325
H -0.11825 9.84167 -1.51496
H -0.20670 8.90007 -3.80323
H -0.50417 6.46211 -4.10692
H -2.82283 3.45681 -4.28345
H -5.28812 3.55404 -4.32416
H -6.51374 4.42881 -2.36585
H -5.26921 5.16401 -0.36996
H -2.82447 5.07089 -0.32891
Cl -0.36636 -4.24254 -3.37129
C -0.71320 -3.07754 -2.09960
C -0.94558 -1.64151 -2.63049
O -1.50262 -1.45970 -3.70112
O -0.51540 -0.77542 -1.82022
H 0.12765 -3.07924 -1.40769
H -1.62120 -3.40055 -1.59095
```

Here are the Mulliken charges for atoms 1 to 4, given in e: 1.943, -0.827, 0.097, -0.588